The following is a DFT calculation (wB97M-V/def2-TZVPD) of C19H23AuBrF6GeNO5P as an isolated structure.

For the molar mass, the calculation gives 839.84 Da. Its expectation value of S² is 0.757. As for the HOMO-LUMO gap (spin up / spin down): 0.229 / 0.159 hartree. Its energy above the lowest of the compared OMol25 structures with the same formula, charge and spin is 121.1 kJ/mol. As for the spin multiplicity: 2. The value obtained for the HOMO energy (spin up / spin down) is -8.8 / -8.8 eV.

Each line ends with the Mulliken charge.
Cartesian coordinates (Å):
Au 0.2060 -0.1343 0.9701  2.10
Br -0.7969 2.1876 -4.4288  -0.15
Ge 3.3001 0.1800 0.4966  0.79
P 0.9893 -1.5622 3.8834  1.28
F 2.2503 -1.6561 2.8553  -0.39
F 1.9360 -0.9815 5.0185  -0.34
F 0.0196 -2.0793 2.6391  -0.42
F 1.2102 -3.0686 4.3406  -0.39
F 0.7340 -0.0080 3.3213  -0.52
F -0.3154 -1.4084 4.7982  -0.36
O -1.7828 0.3157 1.6452  -0.83
O 0.8551 2.2636 1.0786  -0.51
O -0.9766 -0.4109 -0.8165  -0.89
O -3.9356 -3.2006 -3.1985  -0.45
O -0.7262 3.8808 1.4363  -0.33
N 0.9380 5.2078 -2.2641  -0.54
C -2.6170 -0.6142 1.5921  0.76
C 0.1483 3.6458 -0.7067  0.00
C -0.3602 2.8396 -1.6970  0.05
C -0.1746 3.2531 -3.0059  -0.18
C 0.0598 3.1740 0.8274  0.36
C -3.0726 -3.1622 -4.3218  -0.79
C -4.0924 -2.0684 0.1996  -1.05
C -2.4254 -1.7714 -1.9894  -0.27
C 0.4849 4.4527 -3.2495  -0.17
C 3.3028 1.4763 -1.0059  -1.22
C -2.0717 -1.1288 -0.7846  0.33
C -4.4201 -2.6722 -0.9787  -1.00
C 4.8080 -1.1114 0.2258  -1.38
C -2.9281 -1.2887 0.3550  0.17
C -3.5641 -2.5422 -2.0902  1.03
C -3.2466 -1.0251 2.8895  -1.02
C 1.8104 -1.0596 0.0611  -1.25
C 0.7842 4.8405 -1.0019  -0.20
C 3.5865 1.0901 2.2116  -1.05
H 4.8212 -1.8301 1.0431  0.39
H -4.7813 -2.1630 1.0267  0.33
H 1.6337 -1.1229 -1.0110  0.62
H -3.0162 -2.1574 -4.7472  0.32
H 4.3271 1.7175 -1.2905  0.49
H 1.1752 5.4990 -0.2364  0.44
H -5.3319 -3.2415 -1.0920  0.44
H 1.9337 -2.0448 0.5041  0.56
H -3.5027 -3.8396 -5.0536  0.24
H 2.7934 2.4001 -0.7385  0.21
H 2.6945 1.6555 2.4682  0.25
H -2.0692 -3.5039 -4.0586  0.33
H -1.7571 -1.6145 -2.8241  0.45
H -3.6831 -0.1519 3.3751  0.30
H 3.7922 0.3703 2.9997  0.34
H -0.8539 1.8991 -1.4834  0.59
H 4.4263 1.7763 2.1090  0.47
H 5.7387 -0.5452 0.2179  0.40
H -3.9709 -1.8263 2.8058  0.38
H 2.7997 1.0436 -1.8720  0.35
H -2.4228 -1.3493 3.5296  0.11
H 0.6466 4.8134 -4.2581  0.39
H 4.6896 -1.6382 -0.7198  0.39

Atomic forces in eV per Å
-0.8 -1.5 -1.9
0.0 0.1 0.0
1.2 -0.1 -0.6
0.0 -0.5 0.1
-0.1 0.0 0.1
-0.1 0.0 0.0
0.0 0.0 0.1
0.0 0.1 0.0
0.1 0.1 -0.5
0.1 0.0 0.0
-0.5 0.3 0.7
-0.9 0.9 0.3
1.5 0.4 0.6
-0.1 -0.1 0.0
-0.8 0.6 0.1
0.4 0.4 -0.1
-0.2 0.0 0.1
-0.5 0.6 0.6
-0.2 -0.4 -0.1
0.1 -0.1 0.1
2.4 -1.6 -1.0
0.1 0.0 -0.1
0.0 0.0 0.0
0.4 0.3 0.0
-0.1 -0.2 0.1
0.0 -0.2 0.3
-0.8 -0.5 0.4
-0.1 -0.1 -0.2
-0.5 0.5 0.1
0.6 0.1 -0.5
-0.1 0.2 0.4
0.0 0.2 0.0
0.0 0.9 0.8
-0.3 -0.1 0.0
-0.5 -0.2 -0.2
0.0 0.0 0.0
0.0 0.0 0.0
-0.3 0.1 0.0
0.0 0.0 0.0
0.0 0.0 0.0
0.0 0.0 0.0
0.0 0.0 0.0
-0.3 0.0 0.1
0.0 0.0 0.0
0.0 0.0 0.0
0.1 0.1 0.2
0.0 0.0 0.0
0.0 -0.1 0.0
-0.1 0.0 0.0
0.0 0.0 0.0
-0.1 0.0 0.1
0.0 0.0 -0.2
0.1 -0.1 0.0
0.0 0.0 0.0
0.0 0.0 0.0
0.0 0.0 0.0
-0.1 0.0 0.0
0.1 0.0 0.0